one:
DFT (wB97M-V/def2-TZVPD) results for a 2-piece molecular cluster, C2H5N4 overall.

Geometry as XYZ:
```
11
Properties=species:S:1:pos:R:3
C 1.6023 1.0603 -0.9032
C 0.9179 0.0043 -0.2722
N 2.2777 1.9065 -1.2761
N 0.6448 -1.1107 -0.1351
N -0.9983 1.2360 0.4569
N 0.0285 -2.1563 0.2957
H -0.4963 1.5879 1.1707
H -1.4269 1.9002 -0.2237
H 0.1427 -3.0746 -0.2358
H -1.7289 0.6039 0.8291
H -0.9634 -1.9576 0.2937
```

The calculation puts the HOMO-LUMO gap at 9.997 eV. The calculation puts the lowest unoccupied orbital energy at -0.2038 Ha. Its total charge is +1.


two:
DFT (wB97M-V/def2-TZVPD) results for an isolated ion of composition C2H5N4 and charge +1.

Geometry as XYZ:
```
11
Properties=species:S:1:pos:R:3
C 1.8864 -0.2280 0.0640
C -0.3832 -0.9321 0.2714
N 2.9670 -0.1182 -0.1586
N -1.6183 -0.6907 -0.0302
N 0.1268 1.4102 -0.3830
N 0.6357 -0.0445 0.2699
H -0.0691 -1.9434 0.4698
H -2.4562 -1.3745 0.0604
H -1.8355 0.2380 -0.2580
H 1.0452 1.7401 -0.6887
H -0.2988 1.9429 0.3828
```

The calculation puts the HOMO-LUMO gap at 10.640 eV. As for the SMILES: N#C/[N+](N)=C/N. The calculation puts the lowest unoccupied orbital energy at -0.1834 Ha. Its total charge is +1.


Calculated relative energies: one 0.881; two 0.000, given in eV


one:
DFT (wB97M-V/def2-TZVPD) results for a 2-piece molecular cluster, C2H2FN overall.

Geometry as XYZ:
```
6
Properties=species:S:1:pos:R:3
C 0.1199 -0.8275 0.0929
C 0.1900 0.5047 0.3197
N 0.0646 -2.0180 0.1008
F 1.3010 1.1870 0.2183
H -1.0749 0.1797 -1.6016
H -0.6006 0.9741 0.8699
```

The calculation puts the HOMO-LUMO gap (alpha / beta) at 8.751 / 9.224 eV. The calculation puts the lowest unoccupied orbital energy (alpha / beta) at -0.0320 / -0.0506 Ha.


two:
DFT (wB97M-V/def2-TZVPD) results for a 2-piece molecular cluster, C2H2FN overall.

Geometry as XYZ:
```
6
Properties=species:S:1:pos:R:3
C 0.6520 -0.0768 0.1214
C 0.0629 -0.7966 1.2331
N 1.4886 -0.3380 1.0312
F -0.1711 -2.1236 1.0610
H 0.5227 1.7080 -2.1079
H -0.5036 -0.3590 1.9775
```

The calculation puts the HOMO-LUMO gap (alpha / beta) at 8.788 / 10.605 eV. The calculation puts the lowest unoccupied orbital energy (alpha / beta) at -0.0786 / 0.0128 Ha.


Calculated relative energies: one 0.000; two 1.657, given in eV


one:
DFT (wB97M-V/def2-TZVPD) results for a 2-piece molecular cluster, C10H20N2 overall.

Geometry as XYZ:
```
32
Properties=species:S:1:pos:R:3
C -0.1817 -1.0855 -4.3939
C -0.7018 -2.0254 -3.3534
C -0.4637 -3.3285 -3.3387
C -1.5416 -1.3990 -2.2823
C -1.1126 -1.1490 -0.8976
C 1.9080 2.7412 3.2130
C 1.2025 1.4690 2.5631
C 0.0647 1.8883 1.5791
C 0.5095 0.5287 3.5000
C 0.5271 -0.8415 3.4403
H 0.2923 -1.6384 -5.2321
H -1.0121 -0.4883 -4.8006
H 0.5407 -0.3739 -3.9843
H 0.1655 -3.7771 -4.1021
H -0.8730 -3.9668 -2.5708
H -2.2006 -0.6376 -2.6393
H -1.5367 -0.2480 -0.4069
H -0.1133 -1.4439 -0.5640
H -2.9693 -1.9714 -0.9571
H 1.4763 3.0811 4.1541
H 2.9813 2.5759 3.3465
H 1.8615 3.5463 2.4970
H 2.0002 0.9652 2.0001
H -0.7711 2.3714 2.1196
H -0.2930 0.9681 1.0989
H 1.1877 2.2082 -0.0306
H -0.1413 3.1352 -0.0496
H 0.0053 0.9876 4.3651
H 0.7731 -1.1140 2.3902
H -0.1376 -1.5168 3.9588
N -2.0293 -2.2416 -1.1713
N 0.5831 2.7805 0.5486
```

The calculation puts the HOMO-LUMO gap at 9.911 eV. As for the SMILES: C=C(C)[C@@H]1CN1.C=C[C@H](C)CN. The calculation puts the lowest unoccupied orbital energy at 0.0264 Ha.


two:
DFT (wB97M-V/def2-TZVPD) results for one molecule with the formula C10H20N2.

Geometry as XYZ:
```
32
Properties=species:S:1:pos:R:3
C 0.7196 -1.8288 -1.0135
C 1.8801 -1.0443 -0.4749
C -0.4508 -1.7285 -0.0653
C 1.5712 0.4191 -0.4525
C 0.3548 0.6227 0.4685
C -0.7494 -0.2950 0.1549
C 2.7816 1.2731 -0.1273
C 0.7545 0.4942 1.9623
C -3.1450 -0.5368 1.1109
C -1.9050 1.5197 -1.5827
N -2.0940 0.1697 0.4207
N -2.0119 0.1822 -1.0558
H 0.4992 -1.5030 -2.0864
H 1.0079 -2.8870 -1.0825
H 2.0852 -1.4055 0.4890
H 2.7271 -1.1490 -1.2279
H -1.3319 -2.1654 -0.5986
H -0.1931 -2.0852 0.9351
H 1.2008 0.8309 -1.3773
H 0.0018 1.7326 0.5076
H 3.2024 0.8948 0.7425
H 2.3328 2.2068 0.0598
H 3.5672 1.3621 -0.9054
H 1.4228 1.3152 2.2986
H 1.2689 -0.4202 2.0700
H -0.1445 0.4379 2.4786
H -3.1542 -1.5414 0.7263
H -2.9041 -0.3539 2.1771
H -3.9365 0.0394 0.6336
H -1.0595 1.6283 -2.2851
H -2.8154 1.6582 -2.1074
H -1.4828 2.1568 -0.7931
```

The calculation puts the HOMO-LUMO gap at 9.140 eV. As for the SMILES: C[C@H]1CCCC2([C@H]1C)N(C)N2C. The calculation puts the lowest unoccupied orbital energy at 0.0363 Ha.


Calculated relative energies: one 0.000; two 0.993, given in eV


one:
DFT (wB97M-V/def2-TZVPD) results for C24H36Cl2O2P2RuSSbSe4 as an isolated structure.

Geometry as XYZ:
```
73
Properties=species:S:1:pos:R:3
Ru 0.2098 0.1087 0.2211
Cl 2.0975 -2.2310 0.0724
C 2.2203 -3.8549 -0.6312
C 3.2817 -4.6184 -0.1713
C 3.4625 -5.9161 -0.6242
C 2.5574 -6.4407 -1.5300
C 1.5069 -5.6644 -1.9885
Cl 0.4149 -6.4256 -3.1218
C 1.2782 -4.3203 -1.5893
S -0.0189 -3.3669 -2.2078
H 3.9654 -4.1804 0.5449
H 4.2963 -6.5113 -0.2712
H 2.6577 -7.4575 -1.8894
C -2.1180 -2.6247 0.6933
P -1.8604 -0.9461 0.0477
C -3.2320 -0.0924 0.9174
C -2.4727 -0.9235 -1.6798
C -3.7298 -1.3898 -2.0578
C -4.1403 -1.3050 -3.3797
C -3.2868 -0.7635 -4.3339
C -2.0354 -0.2972 -3.9612
C -1.6242 -0.3594 -2.6312
P -0.0252 0.3546 -2.0245
C 1.2985 -0.0883 -3.1973
C -0.2984 2.0893 -2.5802
H -3.1084 -2.9963 0.4233
H -2.0250 -2.5623 1.7780
H -1.3555 -3.2881 0.2921
H -4.1495 -0.6836 0.8850
H -3.4116 0.8814 0.4660
H -2.9276 0.0481 1.9551
H -4.3911 -1.8271 -1.3181
H -5.1229 -1.6594 -3.6662
H -3.6002 -0.7038 -5.3691
H -1.3740 0.1186 -4.7126
H 0.8798 -0.3350 -4.1740
H 1.8543 -0.9414 -2.8208
H 1.9596 0.7725 -3.2809
H -0.3918 2.1416 -3.6668
H 0.5581 2.6862 -2.2682
H -1.1982 2.4877 -2.1124
C 0.0620 -0.4966 4.5720
C 0.7879 0.0989 3.3662
C 0.7689 1.6246 3.4539
C 2.2356 -0.3899 3.3582
O 0.1112 -0.3395 2.2211
H 0.5521 -0.2148 5.5109
H 0.0518 -1.5856 4.4867
H -0.9730 -0.1436 4.5931
H 1.2563 1.9901 4.3653
H -0.2660 1.9805 3.4210
H 1.3027 2.0516 2.6033
H 2.7854 -0.0066 4.2245
H 2.7419 -0.0360 2.4606
H 2.2617 -1.4819 3.3596
C -1.7870 4.7985 1.3916
C -0.2706 4.9613 1.5337
C 0.2391 3.9802 0.4957
O -0.6445 2.8537 0.6047
C -1.9337 3.3182 0.9949
H -2.1629 5.4457 0.5964
H -2.3373 5.0216 2.3065
H 0.0703 4.6541 2.5236
H 0.0777 5.9738 1.3299
H 1.2572 3.6467 0.6723
H 0.1768 4.4034 -0.5148
H -2.2699 2.7056 1.8344
H -2.6431 3.1869 0.1701
Se 4.0742 4.0525 1.6135
Sb 4.5074 2.3255 -0.1057
Se 2.0839 1.1526 -0.1684
Se 6.7521 3.9412 -0.0693
Se 4.5307 3.6131 -2.2425
```

The calculation puts the HOMO-LUMO gap (alpha / beta) at 5.667 / 5.725 eV. The calculation puts the lowest unoccupied orbital energy (alpha / beta) at 0.1452 / 0.1394 Ha. Its multiplicity is 6. Its total charge is -2.


two:
DFT (wB97M-V/def2-TZVPD) results for C24H36Cl2O2P2RuSSbSe4 as an isolated structure.

Geometry as XYZ:
```
73
Properties=species:S:1:pos:R:3
Ru -0.0335 -0.2401 0.1151
Cl -2.3010 -1.0468 -1.4505
C -3.5383 -0.3494 -2.4333
C -4.5734 -1.1930 -2.8041
C -5.6276 -0.7051 -3.5583
C -5.6498 0.6278 -3.9211
C -4.6107 1.4615 -3.5596
Cl -4.7030 3.1306 -4.0346
C -3.4958 1.0155 -2.8209
S -2.2003 2.0743 -2.4201
H -4.5393 -2.2289 -2.4968
H -6.4332 -1.3620 -3.8561
H -6.4767 1.0320 -4.4894
C -2.3021 2.3233 1.1913
P -0.5765 1.8294 0.8524
C 0.1316 2.2920 2.4901
C 0.1716 3.1077 -0.2052
C 0.1100 4.4687 0.0713
C 0.7434 5.3745 -0.7627
C 1.4264 4.9253 -1.8842
C 1.4927 3.5707 -2.1666
C 0.8818 2.6528 -1.3214
P 1.0129 0.8387 -1.5122
C 0.8264 0.3704 -3.2629
C 2.8473 0.7291 -1.4410
H -2.3529 3.3891 1.4269
H -2.6486 1.7365 2.0467
H -2.9284 2.1091 0.3278
H -0.2493 3.2609 2.8226
H 1.2203 2.3282 2.4313
H -0.1575 1.5244 3.2126
H -0.4352 4.8250 0.9385
H 0.7069 6.4335 -0.5347
H 1.9146 5.6383 -2.5383
H 2.0254 3.2307 -3.0467
H 1.0376 1.2280 -3.9049
H -0.1857 0.0134 -3.4533
H 1.5372 -0.4370 -3.4712
H 3.3040 1.2625 -2.2786
H 3.1363 -0.3247 -1.4923
H 3.2025 1.1471 -0.4961
C -2.1307 -2.0924 3.4857
C -1.2483 -2.2516 2.2375
C 0.1455 -2.7677 2.6294
C -1.9103 -3.2647 1.2844
O -1.1409 -0.9984 1.6328
H -2.2661 -3.0526 3.9882
H -3.1045 -1.6960 3.1903
H -1.6716 -1.3866 4.1824
H 0.1073 -3.7345 3.1332
H 0.6457 -2.0363 3.2703
H 0.7448 -2.8931 1.7266
H -1.9318 -4.2601 1.7315
H -1.3306 -3.3235 0.3609
H -2.9246 -2.9438 1.0374
C 4.2064 -0.6961 3.0615
C 4.0281 -2.0610 2.3918
C 3.3763 -1.6569 1.0832
O 2.4621 -0.6074 1.4314
C 3.0043 0.1004 2.5339
H 5.1387 -0.2322 2.7333
H 4.2034 -0.7397 4.1508
H 3.3484 -2.6977 2.9594
H 4.9643 -2.5885 2.2206
H 2.8134 -2.4570 0.6051
H 4.1204 -1.2738 0.3722
H 2.2211 0.1917 3.2937
H 3.2993 1.1108 2.2166
Se 2.3092 -5.3626 0.0116
Sb 1.2454 -4.1457 -1.8636
Se 0.6681 -1.8962 -0.9062
Se 1.6720 -6.6179 -3.1846
Se 3.2254 -3.7331 -3.3108
```

The calculation puts the HOMO-LUMO gap (alpha / beta) at 5.579 / 5.441 eV. The calculation puts the lowest unoccupied orbital energy (alpha / beta) at 0.1474 / 0.1386 Ha. Its multiplicity is 6. Its total charge is -2.


Calculated relative energies: one 0.000; two 1.567, given in eV